Record 1
Computed, not measured: a gas-phase ion, C4H8BrN2 (charge +1) at a distorted geometry, with the ωB97M-V functional and the def2-TZVPD basis.

- molar mass (Da) = 164.03
- HOMO-LUMO gap (eV) = 11.3
- total charge = +1
- E_LUMO (eV) = -3.640
- ΔE to the lowest compared entry with this formula, charge and spin (kcal per mole) = 66.6
- 2S+1 = 1
- F_max (hartree/bohr) = 0.0969
- HOMO energy (eV) = -15.0

Geometry (Å):
1 C 1.24 -1.45 0.12
2 C 1.26 0.04 -0.23
3 C -0.91 -1.00 0.05
4 C -0.67 1.48 0.40
5 N 0.11 -1.97 0.16
6 N -0.27 0.33 -0.39
7 Br -2.33 -1.50 -1.11
8 H 2.26 -1.69 0.29
9 H 1.62 0.73 0.50
10 H 1.86 0.19 -1.21
11 H -1.28 -0.92 1.17
12 H -0.55 1.21 1.49
13 H -0.11 2.28 0.17
14 H -1.75 1.69 0.07
15 H -0.50 0.57 -1.48

Atomic partial charges in e from the Löwdin method, atoms 1 to 2: atom 1 (C): -0.091, atom 2 (C): -0.031

Record 2
Computed, not measured: a single C5H8O molecule at a distorted geometry, with the ωB97M-V functional and the def2-TZVPD basis.

- molar mass (Da) = 84.12
- HOMO-LUMO gap (eV) = 10.7
- total charge = 0
- E_LUMO (eV) = 1.179
- ΔE to the lowest compared entry with this formula, charge and spin (kcal per mole) = 55.3
- 2S+1 = 1
- F_max (hartree/bohr) = 0.0478
- HOMO energy (eV) = -9.5

Geometry (Å):
1 C -0.64 -0.79 -0.78
2 C -1.41 0.22 0.21
3 C -0.08 0.99 0.30
4 O 0.74 0.58 1.41
5 C 1.52 -0.28 0.56
6 C 0.64 0.02 -0.65
7 H -0.78 -1.70 -0.20
8 H -1.07 -0.83 -1.78
9 H -1.78 -0.11 1.20
10 H -2.22 0.75 -0.29
11 H -0.12 2.08 0.18
12 H 1.52 -1.32 0.91
13 H 2.56 0.07 0.48
14 H 1.13 0.34 -1.57

Atomic partial charges in e from the Löwdin method, atoms 1 to 2: atom 1 (C): -0.110, atom 2 (C): -0.094

Record 3
Computed, not measured: 2 unconnected molecules or ions with the total composition C4H10O4Si at a distorted geometry, with the ωB97M-V functional and the def2-TZVPD basis.

- molar mass (Da) = 150.21
- HOMO-LUMO gap (spin up / spin down) (eV) = 9.0 / 9.0
- total charge = 0
- E_LUMO (spin up / spin down) (eV) = -0.709 / -0.709
- ΔE to the lowest compared entry with this formula, charge and spin (kcal per mole) = 35.7
- 2S+1 = 1
- F_max (hartree/bohr) = 0.0842
- HOMO energy (spin up / spin down) (eV) = -9.8 / -9.8

Geometry (Å):
1 C 0.87 0.58 0.87
2 C -0.37 0.85 0.64
3 C -0.86 2.20 1.21
4 C -1.44 -0.19 0.35
5 O 2.85 -3.02 -1.17
6 O 0.16 -2.51 -1.52
7 O 1.94 -0.66 -2.03
8 O 1.58 -1.56 0.52
9 Si 1.62 -1.92 -0.99
10 H 1.89 0.79 0.74
11 H -1.90 2.36 0.93
12 H -0.70 2.12 2.22
13 H -0.33 3.00 0.81
14 H -2.00 -0.55 1.23
15 H -1.99 0.24 -0.48
16 H -1.02 -1.20 -0.03
17 H 2.45 -3.93 -1.09
18 H -0.06 -2.90 -2.37
19 H 2.86 -0.77 -2.51

Atomic partial charges in e from the Löwdin method, atoms 1 to 2: atom 1 (C): 0.283, atom 2 (C): -0.319

Record 4
Computed, not measured: a single C4H7NO2 molecule, with the ωB97M-V functional and the def2-TZVPD basis.

- molar mass (Da) = 101.10
- HOMO-LUMO gap (eV) = 10.3
- total charge = 0
- E_LUMO (eV) = 0.849
- ΔE to the lowest compared entry with this formula, charge and spin (kcal per mole) = 115.5
- 2S+1 = 1
- F_max (hartree/bohr) = 0.0137
- HOMO energy (eV) = -9.4

Geometry (Å):
1 C -1.03 -1.37 0.11
2 C -0.01 -0.24 -0.08
3 N -0.41 0.92 0.64
4 O -0.88 2.10 0.06
5 C 0.93 -0.46 -1.23
6 C 0.98 0.72 0.74
7 O 1.46 -1.55 -1.32
8 H -1.90 -1.04 -0.48
9 H -0.71 -2.33 -0.30
10 H -1.38 -1.48 1.13
11 H -1.30 2.49 0.85
12 H 1.22 0.38 -1.87
13 H 1.55 1.41 0.10
14 H 1.48 0.47 1.66

Atomic partial charges in e from the Löwdin method, atoms 1 to 2: atom 1 (C): -0.007, atom 2 (C): -0.346

Record 5
Computed, not measured: a molecular structure, C6H11NO2 at a distorted geometry, with the ωB97M-V functional and the def2-TZVPD basis.

- molar mass (Da) = 129.16
- HOMO-LUMO gap (eV) = 10.2
- total charge = 0
- E_LUMO (eV) = 0.599
- ΔE to the lowest compared entry with this formula, charge and spin (kcal per mole) = 114.4
- 2S+1 = 1
- F_max (hartree/bohr) = 0.0704
- HOMO energy (eV) = -9.6

Geometry (Å):
1 C 0.42 0.82 -2.12
2 O 1.25 1.27 -1.20
3 C -0.70 -0.46 -1.49
4 C -1.33 -1.48 -1.68
5 H 1.36 0.46 -0.28
6 H -0.33 1.56 -2.43
7 H 0.86 0.26 -2.95
8 H -1.93 -2.35 -1.70
9 C 1.42 -1.32 1.31
10 C -1.29 1.35 0.88
11 N 0.78 -0.05 0.98
12 C -0.70 -0.02 1.03
13 O -1.29 -0.97 1.48
14 H 1.21 0.76 1.42
15 H 2.48 -1.26 1.11
16 H 0.95 -2.07 0.68
17 H 1.23 -1.58 2.36
18 H -0.64 2.05 0.37
19 H -1.51 1.75 1.88
20 H -2.24 1.27 0.35

Atomic partial charges in e from the Löwdin method, atoms 1 to 2: atom 1 (C): -0.272, atom 2 (O): -0.197

Record 6
Computed, not measured: a single C2H2OS2 molecule at a distorted geometry, with the ωB97M-V functional and the def2-TZVPD basis.

- molar mass (Da) = 106.17
- HOMO-LUMO gap (spin up / spin down) (eV) = 7.6 / 6.9
- total charge = 0
- E_LUMO (spin up / spin down) (eV) = 0.700 / -2.526
- ΔE to the lowest compared entry with this formula, charge and spin (kcal per mole) = 23.9
- 2S+1 = 3
- F_max (hartree/bohr) = 0.0539
- HOMO energy (spin up / spin down) (eV) = -6.9 / -9.4

Geometry (Å):
1 C 2.84 -0.08 0.07
2 C 0.34 0.08 -0.06
3 O 3.97 0.01 0.33
4 S 1.10 1.80 -0.19
5 S 1.61 -1.18 -0.31
6 H -0.18 0.06 0.86
7 H -0.53 0.10 -0.68

Atomic partial charges in e from the Löwdin method, atoms 1 to 2: atom 1 (C): -0.755, atom 2 (C): -0.816